--- 1 ---
Below is a cluster of 2 separate species, C2H4ClNO2 in total, with properties calculated with ωB97M-V/def2-TZVPD.

multiplicity	3
molecular weight	109.51	g mol⁻¹
gap between HOMO and LUMO (spin up / spin down)	7.47 / 8.49	eV

Geometry (Å):
C  0.04084  0.09049  0.06095
C  -0.78861  -0.92552  -0.54198
N  -2.79669  0.73590  0.03434
O  -2.30181  1.45065  0.89497
O  -3.84108  0.90262  -0.52905
Cl  -1.07748  -2.44251  0.26550
H  1.05819  -0.40122  0.24685
H  -0.29821  0.31544  1.07139
H  0.07286  0.99156  -0.59633
H  -1.24430  -1.07865  -1.57635


--- 2 ---
Below is a structure of composition C2H4ClNO2, with properties calculated with ωB97M-V/def2-TZVPD.

multiplicity	3
molecular weight	109.51	g mol⁻¹
gap between HOMO and LUMO (spin up / spin down)	6.05 / 6.74	eV

Geometry (Å):
C  -0.52749  1.14876  -0.09389
C  -0.35788  -0.33894  0.26715
N  0.94514  -0.96652  0.00675
O  0.30604  1.49799  -1.09905
O  -1.17977  1.88142  0.55207
Cl  -0.94806  -0.51524  1.92158
H  -1.45984  -0.81823  -0.41640
H  0.94866  -2.04645  -0.07734
H  1.76701  -0.56698  0.61657
H  0.50617  0.72419  -1.67744


Which structure is most stable, and how do the rest compare? From most to least stable: 1, 2.


--- 1 ---
Below is an isolated molecule of C3H6, with properties calculated with ωB97M-V/def2-TZVPD.

molecular weight	42.08	g mol⁻¹
structure (SMILES)	C1CC1
gap between HOMO and LUMO	11.88	eV

Geometry (Å):
C  -0.62967  -0.53429  0.20995
C  0.69643  0.03492  0.53244
C  -0.00783  0.47966  -0.75307
H  -1.44494  -0.22535  0.84118
H  -0.68175  -1.56653  -0.14933
H  1.57825  -0.56995  0.59635
H  0.64243  0.83358  1.29068
H  -0.48574  1.45870  -0.80551
H  0.33282  0.08925  -1.76268


--- 2 ---
Below is a cluster of 2 separate species, C3H6 in total, with properties calculated with ωB97M-V/def2-TZVPD.

molecular weight	42.08	g mol⁻¹
gap between HOMO and LUMO	10.93	eV

Geometry (Å):
C  -1.45743  0.15006  -0.17815
C  -0.25076  -0.29905  0.20514
C  1.14859  0.12763  -0.15838
H  -2.48867  -0.18175  0.04888
H  -1.39198  0.96495  -0.85214
H  -0.12592  -1.28444  1.47243
H  1.51297  -0.68960  -0.69550
H  1.62614  0.20622  0.77888
H  1.42705  1.00599  -0.62115


Which structure is most stable, and how do the rest compare? From most to least stable: 1, 2.


--- 1 ---
Below is a cluster of 2 separate species, C3H10NOS in total, with properties calculated with ωB97M-V/def2-TZVPD.

molecular weight	108.19	g mol⁻¹
total charge	+1
gap between HOMO and LUMO	9.18	eV

Geometry (Å):
C  -0.84424  0.19860  0.93796
C  -1.10545  -0.24607  -0.48621
S  -1.26081  1.09542  -1.67480
N  -0.29473  -0.98093  1.70373
H  -1.76732  0.54242  1.43325
H  -0.08276  0.98585  1.03042
H  -2.02765  -0.86426  -0.53760
H  -0.27458  -0.89534  -0.79521
H  0.04556  1.28804  -1.78696
H  -0.34458  -0.78941  2.70563
H  0.68150  -1.16368  1.45504
H  -0.82896  -1.80980  1.50646
O  2.28377  -1.02058  0.85387
C  2.50207  -0.05948  0.12030
H  2.89917  -0.08945  -0.92419
H  2.35117  0.94182  0.52054


--- 2 ---
Below is the ion C3H10NOS with charge +1, with properties calculated with ωB97M-V/def2-TZVPD.

molecular weight	108.19	g mol⁻¹
total charge	+1
structure (SMILES)	[NH3+][C@H](CO)CS
gap between HOMO and LUMO	10.15	eV

Geometry (Å):
C  1.20530  -0.25924  -0.75289
O  2.30009  -0.23759  0.14660
C  -0.05467  -0.23263  0.11203
C  -1.29864  0.13505  -0.65447
S  -2.77229  -0.03313  0.34477
N  0.16466  0.69038  1.28124
H  1.16816  -1.19809  -1.29995
H  1.25554  0.61772  -1.40028
H  3.15920  -0.39848  -0.25867
H  -0.20880  -1.20372  0.55944
H  -1.36306  -0.44827  -1.56566
H  -1.24349  1.16323  -1.01883
H  -3.11834  -1.23269  -0.08981
H  -0.40686  0.43032  2.08028
H  0.05079  1.66640  1.01527
H  1.16240  0.54073  1.50096


--- 3 ---
Below is the ion C3H10NOS with charge +1, with properties calculated with ωB97M-V/def2-TZVPD.

molecular weight	108.19	g mol⁻¹
total charge	+1
structure (SMILES)	C[NH+](C)CSO
gap between HOMO and LUMO	10.19	eV

Geometry (Å):
C  -0.25224  1.43666  0.58295
C  -1.72364  -0.60157  -0.14397
C  0.48585  -0.38110  -0.99123
N  -0.43961  0.01757  0.15072
O  2.46323  -0.51543  0.96168
S  2.35448  0.26644  -0.47596
H  -0.78812  1.96596  -0.32567
H  -0.75448  1.71369  1.57783
H  0.85024  1.69047  0.51428
H  -2.03903  -0.54878  -1.21092
H  -1.63774  -1.72817  -0.10037
H  -2.44253  -0.27456  0.62770
H  0.58245  -1.53299  -1.03810
H  0.12348  0.10601  -1.93776
H  0.06747  -0.50371  0.92817
H  3.15018  -1.11049  0.88067


Which structure is most stable, and how do the rest compare? From most to least stable: 2, 1, 3.


--- 1 ---
Below is a cluster of 2 separate species, C4H8NOPS in total, with properties calculated with ωB97M-V/def2-TZVPD.

molecular weight	149.16	g mol⁻¹
gap between HOMO and LUMO	7.56	eV

Geometry (Å):
C  -0.82699  -2.84518  0.44958
C  -1.90798  0.62367  0.93339
C  1.68455  -1.10476  -1.60880
C  -0.44521  1.20137  0.80396
N  -1.65894  -3.65730  0.38764
O  0.26464  0.54618  -0.27544
P  1.04419  -0.79484  0.04579
S  2.40680  -0.65000  1.47892
H  -2.05587  0.07506  1.88724
H  -2.54532  1.51529  1.06590
H  -2.36466  0.06545  0.06110
H  0.86017  -1.60205  -2.32175
H  2.22910  -0.23675  -1.92721
H  2.59430  -1.74331  -1.52112
H  0.06849  1.01307  1.77513
H  -0.55880  2.32116  0.58268


--- 2 ---
Below is an isolated molecule of C4H8NOPS, with properties calculated with ωB97M-V/def2-TZVPD.

molecular weight	149.16	g mol⁻¹
structure (SMILES)	CN1CC(OP)=CS1
gap between HOMO and LUMO	8.29	eV

Geometry (Å):
C  -0.56884  1.42053  -0.05400
C  -0.67868  0.13434  0.04631
C  0.55180  -0.59230  0.61297
C  2.61340  -0.24186  -0.40491
N  1.72327  0.21570  0.58889
O  -1.88661  -0.57404  -0.02717
P  -3.35547  0.26249  -0.29639
S  1.15221  1.86402  0.18256
H  -1.28858  2.02956  -0.57542
H  0.36380  -1.04672  1.61556
H  0.63707  -1.48624  0.00923
H  3.29905  0.58263  -0.82764
H  3.17462  -0.94194  0.23685
H  2.02019  -0.66134  -1.24061
H  -4.01383  0.00301  1.02949
H  -3.74337  -0.96784  -0.89571


Which structure is most stable, and how do the rest compare? From most to least stable: 1, 2.